Computed, not measured: a structure of composition C4H4AuO2 in a non-equilibrium geometry, with ωB97M-V with the def2-TZVPD basis set.

```
11
Properties=species:S:1:pos:R:3:lowdin_spin:R:1
C 0.48 0.98 -3.58 0.6374
O 0.33 -0.15 -3.93 0.1662
H 0.19 -0.47 -4.86 0.0147
C 0.72 1.63 -1.98 0.2303
C 0.96 0.69 -0.93 0.3810
C 0.67 0.63 0.36 0.3174
O 1.03 0.69 1.50 0.3368
Au 1.99 1.21 2.69 0.8434
H 1.56 2.33 -2.15 0.0205
H -0.18 2.26 -1.89 0.0362
H 0.44 -0.46 -0.76 0.0161
```

- HOMO (alpha / beta) (eV) = -27.59 / -32.11
- F_max (eV/Å) = 19.892
- spin multiplicity = 4
- net charge = +4
- gap between HOMO and LUMO (alpha / beta) (eV) = 6.49 / 7.49
- <S²> = 3.759